1.
C28H43AsF3N2O3PS2Ta as an isolated structure. Source: OMol25; level of theory: wB97M-V/def2-TZVPD.

Geometry (Å):
Ta1 -0.50403 -0.37626 0.33036
C1 1.94157 -2.64896 3.05003
C2 2.84732 -1.88517 2.12302
C3 4.14647 -2.35918 1.93060
C4 5.07571 -1.64259 1.20399
C5 4.72804 -0.41339 0.66293
C6 3.44872 0.09932 0.82113
C7 3.15909 1.48733 0.30823
C8 2.51181 -0.67362 1.52170
N1 1.17774 -0.08879 1.69109
C9 1.06898 0.79141 2.65527
C10 2.11795 1.08792 3.67104
C11 -0.16109 1.56772 2.64513
C12 -0.37007 2.63142 3.66697
N2 -0.96462 1.31030 1.64536
C13 -2.06246 2.24329 1.44240
C14 -3.32179 2.00290 1.97662
C15 -3.65243 0.77524 2.77965
C16 -4.30009 2.97927 1.77211
C17 -4.02195 4.14770 1.08715
C18 -2.75074 4.36013 0.56980
C19 -1.75325 3.40821 0.72777
C20 -0.37800 3.64697 0.16395
H1 2.50396 -2.93539 3.93872
H2 1.57567 -3.56586 2.58830
H3 1.07996 -2.07391 3.37431
H4 4.42844 -3.29585 2.39684
H5 6.08039 -2.02541 1.07972
H6 5.46604 0.17120 0.12660
H7 3.62858 1.64313 -0.66277
H8 3.57677 2.23497 0.98776
H9 2.09552 1.70265 0.20435
H10 2.95412 0.39964 3.61322
H11 1.68190 1.03514 4.67076
H12 2.49231 2.10700 3.54274
H13 0.46343 3.33680 3.65077
H14 -0.38007 2.18171 4.66312
H15 -1.29749 3.17324 3.51887
H16 -4.04756 -0.02260 2.14773
H17 -4.41344 1.01178 3.52118
H18 -2.78655 0.37341 3.30336
H19 -5.28630 2.82105 2.19196
H20 -4.79002 4.90057 0.96612
H21 -2.52485 5.28246 0.04745
H22 -0.35548 4.57026 -0.41216
H23 -0.05508 2.82883 -0.48939
H24 0.37867 3.74060 0.94758
C21 0.41973 -3.58001 -5.47760
C22 -0.53994 -2.97362 -4.48931
O1 0.14744 -1.95057 -3.67883
P1 0.40333 -2.16899 -2.14080
S1 1.26196 -0.47243 -1.45824
S2 -1.23353 -2.45457 -1.04563
O2 1.30798 -3.42540 -1.95583
C23 2.64773 -3.54026 -2.55989
C24 3.68113 -3.44128 -1.47189
H25 -0.13112 -4.24195 -6.14633
H26 1.18658 -4.17126 -4.97981
H27 0.89573 -2.80677 -6.07923
H28 -0.97230 -3.72146 -3.82251
H29 -1.34778 -2.44001 -4.98553
H30 2.76173 -2.76121 -3.31572
H31 2.64900 -4.50979 -3.05059
H32 3.67773 -2.45104 -1.01649
H33 4.66960 -3.62570 -1.89431
H34 3.49342 -4.18618 -0.69915
F1 -2.62587 -1.86369 1.68782
C25 -1.28819 -1.69765 1.92254
F2 -1.19395 -1.29453 3.21292
F3 -0.73147 -2.93006 1.87848
C26 -3.63479 2.48335 -1.99775
As1 -2.59250 0.91030 -2.21945
C27 -1.23222 1.22263 -3.51426
C28 -3.77277 -0.49799 -2.72636
O3 -1.87383 0.56343 -0.69468
H35 -4.28768 2.56585 -2.86715
H36 -2.98963 3.35481 -1.93022
H37 -4.22835 2.39641 -1.08848
H38 -1.73060 1.61778 -4.40046
H39 -0.70116 0.30530 -3.75334
H40 -0.54218 1.96720 -3.12143
H41 -4.07118 -0.30430 -3.75731
H42 -4.64740 -0.45835 -2.07951
H43 -3.28638 -1.46457 -2.64706

Spin multiplicity: 2
DFT total energy (Ha): -5157.798208
Lowest unoccupied orbital energy (spin up / spin down) (eV): -6.38 / -7.09
Highest occupied orbital energy (spin up / spin down) (eV): -13.27 / -13.82
Net charge: +2
Relative energy (zero: lowest compared OMol25 entry of this formula, charge and spin) (kcal/mol): 15.5
Strongest force on any atom (Eh/bohr): 0.016
Expectation value of S²: 0.763
Gap between HOMO and LUMO (spin up / spin down) (eV): 6.885 / 6.728

---

2.
A 2-piece molecular cluster, C2H8S3 overall at a distorted geometry. Source: OMol25; level of theory: wB97M-V/def2-TZVPD.

Geometry (Å):
C1 -0.96144 0.98334 -0.36726
C2 0.12008 0.99738 -1.46855
S1 0.99556 -0.63624 -1.50657
H1 -0.65354 0.76335 0.60623
H2 -1.82034 0.27519 -0.56082
H3 -1.44517 1.95885 -0.24157
H4 -0.41809 1.19214 -2.43085
H5 0.83657 1.81540 -1.25742
H6 1.91931 -0.25873 -2.41637
S2 1.35461 -1.16689 2.21870
S3 -0.00589 -2.62890 2.82545
H7 0.89736 -1.46548 1.05696
H8 -0.81901 -1.82943 3.54205

DFT total energy (Ha): -1275.526276
Lowest unoccupied orbital energy (eV): 0.37
Highest occupied orbital energy (eV): -8.98
Relative energy (zero: lowest compared OMol25 entry of this formula, charge and spin) (kcal/mol): 12.9
Strongest force on any atom (Eh/bohr): 0.043
Gap between HOMO and LUMO (eV): 9.344
SMILES: CCS.SS

---

- Which value of relative energy (zero: lowest compared OMol25 entry of this formula, charge and spin) does entry 1 give?
  15.5 kcal/mol

---

- Which of these has the highest strongest force on any atom?
  C2H8S3

---

- Which value of strongest force on any atom does entry 1 give?
  0.016 Eh/bohr